ORCA calculation (the ωB97M-V functional and the def2-TZVPD basis) on a structure of composition C37H43AuO2Si at a distorted geometry.

Computed properties:
- Orbital gap (spin up / spin down): 6.40 / 5.25 eV
- Net charge: 0
- Largest force on an atom: 1.58 eV Å⁻¹
- Spin multiplicity: 3
- ΔE to the lowest compared entry with this formula, charge and spin: 0.0 kJ/mol

```
84
Properties=species:S:1:pos:R:3:mulliken_spin:R:1
O 0.02 -0.28 -5.94 0.000
C 0.01 0.98 -6.65 0.000
C -0.07 0.29 -8.00 0.000
H 0.95 1.52 -6.44 0.000
H -0.87 1.60 -6.42 0.000
C -0.01 -1.01 -7.18 0.000
H 0.79 0.46 -8.64 0.000
H -1.03 0.45 -8.51 0.000
C 1.26 -1.81 -7.39 0.000
H 2.13 -1.15 -7.33 0.000
H 1.22 -2.28 -8.38 0.000
H 1.34 -2.59 -6.63 0.000
C -1.25 -1.87 -7.22 0.000
H -2.15 -1.28 -7.01 0.000
H -1.16 -2.68 -6.48 0.000
H -1.34 -2.33 -8.21 0.000
Au -0.23 -0.33 1.19 0.120
C -2.93 -1.07 1.87 0.245
C -2.32 0.24 1.78 -0.038
C -2.18 0.56 0.36 0.055
H -2.26 0.97 2.58 0.003
C -2.73 -0.55 -0.37 0.168
C -3.16 -1.53 0.56 -0.019
H -3.68 -2.46 0.29 0.006
H -3.23 -1.56 2.79 0.011
H -1.98 1.56 -0.02 0.008
H -2.88 -0.59 -1.44 0.035
C 0.95 -2.25 1.59 0.182
C 0.26 -3.22 0.78 0.186
C 0.62 -3.00 -0.57 0.042
H -0.38 -4.02 1.15 -0.004
C 1.49 -1.90 -0.65 0.318
C 1.69 -1.37 0.67 -0.063
H 2.47 -0.68 0.99 0.021
H 1.11 -2.30 2.66 0.044
H 0.33 -3.63 -1.41 0.004
H 1.99 -1.56 -1.56 0.027
O 0.57 -1.10 -3.70 0.006
C -0.85 -1.34 -3.59 -0.002
C -1.63 -0.05 -3.87 -0.001
H -1.07 -1.66 -2.56 0.000
H -1.13 -2.16 -4.27 -0.001
C -0.61 1.06 -3.60 -0.004
H -2.53 0.07 -3.26 0.002
H -1.93 -0.01 -4.93 0.000
C 0.74 0.33 -3.53 0.001
H -0.82 1.55 -2.64 0.001
H -0.60 1.81 -4.40 -0.001
H 1.19 0.51 -2.53 -0.002
H 1.44 0.71 -4.29 0.000
C -0.29 5.26 3.48 -0.001
C -0.33 4.62 2.24 0.015
C -0.12 3.23 2.16 0.001
C 0.11 2.48 3.32 -0.014
C 0.17 3.14 4.56 -0.003
C -0.05 4.52 4.65 0.003
Si 0.42 0.63 3.27 0.585
C 2.21 0.41 3.76 -0.008
C 3.17 0.89 2.85 0.016
C 4.53 0.86 3.17 0.001
C 4.95 0.36 4.41 0.015
C 4.00 -0.11 5.32 -0.006
C 2.63 -0.07 5.01 0.018
C -0.65 -0.15 4.60 0.007
C -0.38 -1.46 5.01 0.018
C -1.09 -2.03 6.07 -0.009
C -2.08 -1.29 6.73 0.013
C -2.41 -0.01 6.27 -0.006
C -1.72 0.55 5.19 0.011
H -0.45 6.34 3.55 0.000
H -0.51 5.19 1.33 0.001
H -0.14 2.74 1.18 -0.021
H 0.39 2.57 5.47 0.000
H -0.02 5.00 5.62 0.000
H 2.85 1.28 1.88 0.007
H 5.26 1.25 2.45 0.000
H 6.01 0.36 4.67 0.001
H 4.32 -0.51 6.29 -0.001
H 1.89 -0.40 5.74 0.004
H 0.39 -2.04 4.50 0.002
H -0.85 -3.04 6.39 0.000
H -2.58 -1.70 7.61 0.001
H -3.20 0.57 6.76 0.000
H -2.01 1.53 4.81 0.002
```

---

ORCA calculation (the ωB97M-V functional and the def2-TZVPD basis) on a structure of composition C37H43BCl2F4N5O3PTc at a distorted geometry.

Computed properties:
- Orbital gap (spin up / spin down): 7.21 / 6.13 eV
- Net charge: 0
- Largest force on an atom: 1.01 eV Å⁻¹
- Spin multiplicity: 4
- ΔE to the lowest compared entry with this formula, charge and spin: 97.9 kJ/mol

```
97
Properties=species:S:1:pos:R:3:mulliken_spin:R:1
Tc -0.58 0.61 -0.01 2.530
Cl 0.51 6.03 -4.12 0.001
C -0.08 4.53 -3.51 0.004
C 0.57 3.95 -2.44 0.008
C 0.12 2.74 -1.90 0.053
N 0.74 1.97 -0.89 0.057
C 2.07 2.21 -0.59 -0.017
O 2.61 3.29 -0.59 0.030
C 2.90 0.97 -0.36 0.005
C 4.28 1.07 -0.44 0.002
C 5.03 -0.09 -0.40 -0.001
C 4.37 -1.30 -0.30 0.005
C 2.99 -1.31 -0.21 0.013
N 2.26 -0.19 -0.21 0.008
C -1.02 2.15 -2.45 0.024
C -1.67 2.73 -3.54 -0.006
C -1.20 3.92 -4.07 0.012
Cl -2.02 4.61 -5.42 0.002
N -1.44 0.98 -1.78 0.064
C -2.43 0.14 -2.23 -0.011
O -2.95 0.12 -3.32 0.045
C -2.94 -0.73 -1.13 0.020
C -3.98 -1.60 -1.35 -0.002
C -4.52 -2.27 -0.27 0.008
C -4.01 -2.02 1.00 -0.001
C -2.95 -1.15 1.13 0.004
N -2.40 -0.53 0.08 -0.019
H 1.43 4.45 -2.02 0.000
H 4.73 2.05 -0.55 0.000
H 6.11 -0.05 -0.47 0.000
H 4.91 -2.24 -0.32 0.000
H 2.44 -2.24 -0.17 0.001
H -2.53 2.26 -3.98 0.001
H -4.34 -1.72 -2.36 0.000
H -5.33 -2.98 -0.41 0.000
H -4.42 -2.49 1.88 0.000
H -2.52 -0.93 2.08 0.012
O -2.73 4.00 1.56 0.083
C -2.10 3.08 1.17 0.093
N -1.46 2.13 0.83 -0.006
C -2.40 1.17 6.31 0.000
C -2.78 -0.15 5.61 0.000
C -2.24 -0.22 4.17 0.008
C -0.88 0.48 4.09 -0.001
C -1.10 2.00 4.32 -0.007
C -2.28 2.28 5.27 0.001
P 0.20 0.13 2.61 0.024
C 0.77 -1.62 2.85 -0.090
C 1.16 -2.06 4.29 0.003
C 0.21 -3.11 4.85 -0.001
C 0.22 -4.39 3.99 0.000
C 0.33 -4.06 2.48 0.001
C -0.17 -2.64 2.20 0.004
C 1.73 1.12 3.04 -0.022
C 2.25 0.97 4.48 0.004
C 3.20 2.11 4.87 0.001
C 3.98 2.61 3.66 0.000
C 3.02 3.29 2.67 0.002
C 1.62 2.62 2.67 -0.005
H -1.44 1.06 6.83 0.000
H -3.14 1.42 7.06 0.000
H -3.87 -0.25 5.58 0.000
H -2.41 -1.00 6.19 0.000
H -2.94 0.28 3.50 -0.002
H -2.18 -1.27 3.88 0.004
H -0.29 0.08 4.92 0.005
H -1.27 2.50 3.37 0.009
H -0.19 2.43 4.76 -0.001
H -3.21 2.36 4.70 0.000
H -2.13 3.25 5.75 0.000
H 1.68 -1.62 2.25 -0.002
H 1.20 -1.21 4.97 0.000
H 2.17 -2.48 4.26 0.000
H -0.81 -2.71 4.91 0.000
H 0.50 -3.35 5.87 0.000
H -0.70 -4.95 4.18 0.000
H 1.05 -5.03 4.29 0.000
H -0.24 -4.77 1.89 0.000
H 1.37 -4.14 2.14 0.000
H -1.19 -2.56 2.59 0.002
H -0.22 -2.48 1.13 0.012
H 2.47 0.68 2.37 0.007
H 2.79 0.02 4.57 -0.001
H 1.43 0.94 5.21 0.000
H 3.88 1.77 5.65 0.000
H 2.63 2.95 5.30 0.000
H 4.48 1.76 3.18 0.000
H 4.76 3.31 3.96 0.000
H 3.44 3.28 1.67 0.000
H 2.89 4.34 2.94 0.000
H 1.13 2.76 1.71 0.014
H 1.00 3.13 3.40 0.002
F 0.91 -3.38 -0.82 0.000
B -0.08 -2.65 -1.47 0.022
F 0.04 -1.21 -0.89 -0.008
F -1.37 -3.08 -1.11 -0.002
F 0.11 -2.52 -2.82 0.001
```